a.
{"formula": "CH6N2", "method": "wB97M-V/def2-TZVPD", "charge": 0, "lumo_energy_ev": [0.1, 1.2], "symbols": ["C", "N", "N", "H", "H", "H", "H", "H", "H"], "xyz": [[-0.91, -0.68, -0.18], [1.31, 0.32, -0.16], [0.24, -0.05, 0.48], [-1.90, -0.56, 0.31], [-1.16, -0.60, -1.28], [-0.69, -1.74, -0.02], [2.10, 0.52, 0.46], [1.41, 0.82, -0.98], [-0.39, 1.97, 1.37]]}



b.
{"formula": "CH6N2", "method": "wB97M-V/def2-TZVPD", "charge": 0, "lumo_energy_ev": 1.1, "symbols": ["C", "N", "H", "H", "H", "N", "H", "H", "H"], "xyz": [[-1.44, 0.93, -1.05], [-0.62, 1.36, -0.14], [-1.14, 0.27, -1.88], [-2.58, 1.09, -0.93], [-1.33, 1.76, 0.56], [1.71, -1.77, 0.99], [1.37, -2.59, 0.55], [2.27, -2.08, 1.78], [2.43, -1.21, 0.31]]}



How far above the most stable structure does each one sit? In kcal/mol: a 92.8; b 0.0.



a.
{"formula": "CH6N2", "method": "wB97M-V/def2-TZVPD", "charge": 0, "lumo_energy_ev": 1.2, "symbols": ["C", "N", "H", "H", "H", "N", "H", "H", "H"], "xyz": [[-3.65, 1.55, -1.70], [-4.55, 1.07, -0.94], [-3.21, 2.47, -1.30], [-3.16, 1.10, -2.57], [-5.24, 0.51, -1.44], [5.20, -1.81, 1.98], [5.41, -0.83, 1.87], [4.47, -1.98, 1.28], [4.73, -2.07, 2.83]]}



b.
{"formula": "CH6N2", "method": "wB97M-V/def2-TZVPD", "charge": 0, "lumo_energy_ev": 1.2, "symbols": ["C", "N", "N", "H", "H", "H", "H", "H", "H"], "xyz": [[0.89, 0.28, -0.25], [-0.21, 0.12, 0.71], [-1.39, -0.42, 0.22], [0.82, -0.22, -1.25], [0.86, 1.31, -0.47], [1.91, -0.08, 0.10], [0.06, -0.23, 1.70], [-1.76, 0.33, -0.27], [-1.18, -1.09, -0.48]]}



How far above the most stable structure does each one sit? In kcal/mol: a 0.0; b 9.9.



a.
{"formula": "H10LiO5", "method": "wB97M-V/def2-TZVPD", "charge": 1, "lumo_energy_ev": -3.3, "symbols": ["Li", "O", "H", "H", "O", "H", "H", "O", "H", "H", "O", "H", "H", "O", "H", "H"], "xyz": [[-0.07, 0.11, 0.11], [-0.01, -1.41, -1.29], [-0.77, -1.45, -1.72], [0.14, -2.29, -0.98], [-0.21, 1.97, -0.71], [-0.40, 2.23, -1.76], [0.57, 2.60, -0.37], [0.31, -1.21, 1.90], [0.18, -0.55, 2.65], [1.19, -1.77, 2.26], [-2.34, 0.18, -0.12], [-2.71, 1.01, 0.16], [-3.12, -0.36, -0.21], [2.00, 0.39, 0.15], [2.72, -0.12, 0.48], [2.53, 0.65, -0.55]]}



b.
{"formula": "H10LiO5", "method": "wB97M-V/def2-TZVPD", "charge": 1, "lumo_energy_ev": -3.6, "symbols": ["Li", "O", "H", "H", "O", "H", "H", "O", "H", "H", "O", "H", "H", "O", "H", "H"], "xyz": [[-14.14, -49.70, 0.87], [-14.74, -49.53, 2.81], [-14.56, -50.22, 3.32], [-15.04, -48.70, 3.32], [-15.55, -51.23, 0.73], [-15.63, -51.08, 1.69], [-16.28, -51.14, 0.20], [-12.28, -50.44, 1.01], [-11.47, -50.01, 1.02], [-12.31, -50.86, 1.87], [-14.25, -49.66, -1.43], [-14.02, -50.71, -1.56], [-15.10, -49.30, -1.76], [-14.05, -47.74, 0.77], [-13.67, -47.17, 0.00], [-14.48, -47.20, 1.52]]}



How far above the most stable structure does each one sit? In kcal/mol: a 1.2; b 0.0.



a.
{"formula": "C5H5F", "method": "wB97M-V/def2-TZVPD", "charge": 0, "lumo_energy_ev": 0.9, "symbols": ["C", "C", "C", "C", "C", "F", "H", "H", "H", "H", "H"], "xyz": [[3.11, -0.09, -0.05], [1.90, 0.45, 0.06], [0.64, -0.19, -0.06], [-0.54, -0.48, 0.04], [-1.98, -0.53, 0.06], [-2.58, 0.70, -0.06], [3.13, -1.16, -0.17], [4.06, 0.42, 0.14], [1.82, 1.57, 0.12], [-2.25, -1.14, -0.80], [-2.37, -0.99, 0.95]]}



b.
{"formula": "C5H5F", "method": "wB97M-V/def2-TZVPD", "charge": 0, "lumo_energy_ev": 1.0, "symbols": ["C", "C", "C", "F", "C", "C", "H", "H", "H", "H", "H"], "xyz": [[1.57, 1.12, -1.42], [1.14, 0.44, -0.52], [0.67, -0.26, 0.69], [0.92, -1.62, 0.60], [-0.80, 0.11, 0.66], [-1.62, -0.73, 0.06], [1.96, 1.87, -2.12], [1.28, 0.14, 1.56], [-1.19, 1.12, 0.96], [-2.69, -0.57, -0.17], [-1.23, -1.64, -0.32]]}



c.
{"formula": "C5H5F", "method": "wB97M-V/def2-TZVPD", "charge": 0, "lumo_energy_ev": -2.1, "symbols": ["C", "C", "C", "C", "C", "F", "H", "H", "H", "H", "H"], "xyz": [[0.64, 0.42, -0.04], [1.83, -0.08, -0.07], [0.92, -1.13, -0.05], [0.49, -2.36, -0.03], [-0.36, 1.48, -0.01], [4.01, 0.44, 0.02], [1.18, -3.19, -0.03], [-0.56, -2.60, -0.02], [-0.25, 2.11, -0.89], [-0.21, 2.10, 0.87], [-1.36, 1.06, 0.01]]}



How far above the most stable structure does each one sit? In kcal/mol: a 0.0; b 7.8; c 100.7.



a.
{"formula": "H12NO4", "method": "wB97M-V/def2-TZVPD", "charge": 1, "lumo_energy_ev": -3.1, "symbols": ["N", "H", "H", "H", "H", "H", "H", "O", "H", "H", "O", "H", "H", "O", "H", "H", "O"], "xyz": [[-0.44, 0.63, 0.49], [-0.38, 0.27, -0.46], [-1.11, 0.04, 1.00], [0.47, 0.65, 0.96], [-0.72, 1.61, 0.40], [0.66, 0.43, -4.64], [-0.12, -0.86, -4.64], [0.11, -0.11, -4.06], [-2.85, -0.36, 2.29], [-2.21, -1.29, 3.25], [-2.07, -0.42, 2.86], [2.43, 0.30, 1.98], [1.55, 0.94, 3.09], [1.89, 1.07, 2.20], [0.36, -0.69, -2.43], [1.17, -1.69, -1.67], [0.50, -1.02, -1.51]]}



b.
{"formula": "H12NO4", "method": "wB97M-V/def2-TZVPD", "charge": 1, "lumo_energy_ev": -2.9, "symbols": ["N", "H", "H", "H", "H", "H", "H", "O", "H", "H", "O", "H", "H", "O", "H", "H", "O"], "xyz": [[0.41, 0.50, -1.07], [0.82, 0.15, -0.17], [-0.30, -0.19, -1.38], [-0.11, 1.36, -0.86], [1.09, 0.69, -1.80], [1.11, -1.89, 4.59], [-0.31, -1.78, 4.05], [0.60, -1.98, 3.78], [-1.39, -1.96, -2.33], [-0.67, -1.69, -3.60], [-0.56, -1.60, -2.66], [-1.55, 3.37, -0.65], [-1.32, 3.33, -2.16], [-1.26, 2.79, -1.36], [1.56, 0.24, 2.13], [0.84, -1.07, 1.98], [1.06, -0.27, 1.49]]}



How far above the most stable structure does each one sit? In kcal/mol: a 6.1; b 0.0.



a.
{"formula": "C5H13N2S", "method": "wB97M-V/def2-TZVPD", "charge": 1, "lumo_energy_ev": -3.2, "symbols": ["C", "C", "C", "C", "C", "N", "N", "S", "H", "H", "H", "H", "H", "H", "H", "H", "H", "H", "H", "H", "H"], "xyz": [[1.25, -0.29, 1.22], [1.00, -1.80, 1.35], [-0.44, -0.62, -0.50], [-1.92, -0.47, -0.83], [0.03, 1.64, 0.36], [0.62, 0.06, -1.86], [-0.02, 0.15, 0.67], [0.06, -2.28, -0.14], [1.47, 0.30, 2.07], [1.94, -0.11, 0.36], [1.88, -2.52, 1.38], [0.23, -1.99, 2.18], [-2.09, -1.09, -1.73], [-2.11, 0.59, -1.32], [-2.69, -0.63, 0.00], [0.91, 2.01, -0.10], [-1.00, 1.90, -0.18], [-0.02, 2.06, 1.38], [-0.16, 0.21, -2.57], [1.39, -0.49, -2.26], [-0.80, 0.16, 1.40]]}



b.
{"formula": "C5H13N2S", "method": "wB97M-V/def2-TZVPD", "charge": 1, "lumo_energy_ev": -3.7, "symbols": ["C", "C", "C", "C", "C", "N", "N", "S", "H", "H", "H", "H", "H", "H", "H", "H", "H", "H", "H", "H", "H"], "xyz": [[-0.49, -0.28, -0.17], [-2.61, -1.44, 0.26], [1.57, 1.04, -0.63], [1.77, -1.23, 0.07], [-1.16, 2.23, 0.77], [-1.18, -1.42, 0.09], [0.88, -0.15, -0.16], [-1.38, 1.19, -0.72], [-2.94, -2.10, -0.63], [-2.85, -1.90, 1.32], [-2.85, -0.39, 0.00], [2.09, 1.67, 0.11], [0.75, 1.63, -1.01], [2.24, 0.58, -1.37], [1.73, -2.02, -0.65], [1.53, -1.65, 1.16], [2.86, -0.96, 0.14], [-0.13, 2.48, 0.95], [-1.45, 1.75, 1.67], [-1.52, 3.19, 0.45], [-0.59, -2.25, 0.41]]}



How far above the most stable structure does each one sit? In kcal/mol: a 20.9; b 0.0.